# C41H42P2ReTe

C41H42P2ReTe as an isolated structure (wB97M-V/def2-TZVPD, the OMol25 dataset).

```
! RIJCOSX wB97M-V def2-TZVPD def2/J DEFGRID3
* xyz 2 4
Re 0.05 -0.05 -3.21
C -1.51 0.10 -1.44
C -2.08 -0.42 -2.64
C -3.08 0.40 -3.45
C -2.42 1.49 -4.29
C -0.91 1.48 -4.20
C -0.18 2.02 -3.05
C -0.94 2.58 -1.87
C -1.70 1.55 -1.03
C 1.89 -0.25 -4.07
H -1.38 -0.60 -0.59
H -2.23 -1.50 -2.69
H -3.83 0.84 -2.76
H -3.62 -0.27 -4.13
H -2.68 1.30 -5.35
H -2.82 2.50 -4.08
H -0.46 1.61 -5.18
H 0.75 2.57 -3.29
H -1.63 3.37 -2.22
H -0.21 3.11 -1.23
H -1.35 1.64 0.00
H -2.78 1.78 -1.03
H 2.62 0.38 -3.54
H 1.80 0.14 -5.10
H 2.25 -1.31 -4.07
P -0.58 -1.46 -7.34
P 0.95 0.75 -7.03
C -1.53 0.03 -7.68
C -0.75 1.16 -7.55
C -0.68 -2.55 -8.83
C -1.55 -2.35 -9.92
C -1.62 -3.29 -10.96
C -0.81 -4.42 -10.94
C 0.12 -4.60 -9.90
C 0.20 -3.65 -8.88
C -1.38 -2.51 -6.10
C -0.76 -2.64 -4.84
C -1.33 -3.47 -3.89
C -2.49 -4.21 -4.18
C -3.05 -4.16 -5.46
C -2.50 -3.30 -6.42
C 1.91 0.85 -8.64
C 1.82 -0.23 -9.54
C 2.36 -0.14 -10.82
C 3.09 1.01 -11.19
C 3.27 2.04 -10.26
C 2.66 1.97 -9.01
C 1.54 2.33 -6.28
C 2.86 2.32 -5.79
C 3.42 3.49 -5.28
C 2.66 4.67 -5.27
C 1.32 4.65 -5.66
C 0.75 3.48 -6.14
H -2.57 -0.02 -7.99
H -1.07 2.18 -7.75
H -2.19 -1.46 -9.95
H -2.30 -3.12 -11.80
H -0.88 -5.18 -11.73
H 0.79 -5.46 -9.90
H 0.97 -3.76 -8.11
H 0.18 -2.08 -4.61
H -0.88 -3.50 -2.88
H -2.95 -4.83 -3.39
H -3.91 -4.79 -5.71
H -2.92 -3.26 -7.43
H 1.32 -1.15 -9.24
H 2.24 -0.95 -11.53
H 3.51 1.09 -12.19
H 3.87 2.91 -10.51
H 2.80 2.80 -8.32
H 3.44 1.39 -5.79
H 4.43 3.45 -4.89
H 3.12 5.59 -4.93
H 0.70 5.55 -5.57
H -0.32 3.45 -6.36
Te 1.34 -0.33 -1.02
C 0.60 -0.81 1.00
C 0.49 0.20 1.97
C 0.17 -0.15 3.30
C -0.06 -1.50 3.63
C -0.01 -2.50 2.66
C 0.34 -2.15 1.33
H 0.66 1.23 1.67
H 0.08 0.63 4.07
H -0.28 -1.76 4.67
H -0.23 -3.54 2.91
H 0.41 -2.91 0.54
*
```

The expectation value of S² is 3.7878. For the frontier orbital gap (alpha / beta), the calculation gives 0.2261 / 0.2197 Ha. Its HOMO energy (alpha / beta) is -13.16 / -13.71 eV. As for the energy relative to the best compared isomer or geometry (same formula, charge and spin): 35.2 kJ/mol. The calculation puts the energy at -71178.629 eV.